No. 1
A molecular structure, C24H27N4ORhS2, computed with the ωB97M-V functional and the def2-TZVPD basis.

Last column: Mulliken charge in e.
Positions of all 59 atoms, in Å:
Rh -0.61104 0.21855 0.37516  0.60
C -2.00753 -2.58827 -0.36178  -0.16
C -0.52295 -2.85067 -0.25578  0.57
C 0.04896 -4.09398 -0.57606  -0.81
C 1.39454 -4.27072 -0.41779  -1.02
C 2.18369 -3.20964 0.07584  1.19
C 3.58236 -3.33218 0.29145  -0.73
C 4.31906 -2.28497 0.79363  -0.80
C 3.69426 -1.08015 1.10175  -0.38
C 2.31806 -0.89296 0.88899  0.64
S 1.60911 0.57810 1.31473  -0.25
C 1.54639 -1.99350 0.35594  -0.35
N 0.21464 -1.83703 0.16676  0.23
H -2.45540 -3.25704 -1.10153  0.45
H -1.93686 -1.11104 -1.69377  0.37
H -3.68470 -2.14610 0.79060  0.50
H -0.57966 -4.88873 -0.94970  0.66
H 1.86089 -5.21499 -0.66774  0.51
H 4.06234 -4.27449 0.05958  0.46
H 5.38071 -2.39752 0.95926  0.42
H 4.26698 -0.26105 1.51577  0.49
S -0.22082 0.95848 -1.98894  -0.35
C -0.45238 2.66820 -2.09254  0.53
N 0.30788 3.50079 -1.34651  0.02
C 0.24258 4.85100 -1.39105  -0.26
C -0.63574 5.45887 -2.24090  -0.57
C -1.43804 4.64461 -3.05092  -0.25
C -1.35336 3.27271 -2.97610  -0.57
H 1.00548 3.07074 -0.75060  0.14
H 0.92038 5.37942 -0.73746  0.42
H -0.68880 6.53555 -2.28426  0.43
H -2.13162 5.09858 -3.74625  0.43
H -1.96396 2.63648 -3.59963  0.42
C -2.42328 -5.21440 1.36087  -0.88
N -3.32117 -4.10485 1.17046  0.19
C -4.55658 -4.44314 0.50103  -0.98
C -2.81187 -2.78226 0.96822  -0.63
C -2.09427 -2.25911 2.20635  -1.08
O -2.20354 -1.22476 -0.76933  -0.33
H -2.07876 -5.67364 0.42127  0.29
H -2.92652 -5.99966 1.92630  0.39
H -1.54683 -4.91689 1.93691  0.27
H -5.01478 -5.29663 1.00065  0.36
H -4.43388 -4.70932 -0.56014  0.33
H -5.25373 -3.60810 0.56632  0.33
H -2.78753 -2.28718 3.04520  0.48
H -1.76140 -1.21994 2.09382  -0.05
H -1.21763 -2.85195 2.47086  0.24
C -4.70712 2.53614 1.75422  -0.15
C -4.52690 2.15048 0.43456  -1.05
C -3.32991 1.56844 0.06843  -0.15
N -2.33334 1.37220 0.94500  0.15
C -2.51099 1.74850 2.22156  -0.20
C -3.67931 2.33489 2.66344  -0.85
H -5.63778 2.98684 2.07117  0.43
H -5.30382 2.28921 -0.30319  0.46
H -3.14007 1.24047 -0.94460  0.54
H -1.68367 1.57154 2.89815  0.45
H -3.77930 2.62138 3.70009  0.46

Results
ΔE to the lowest compared entry with this formula, charge and spin in kJ/mol: 148.9
Highest occupied orbital energy (spin up / spin down) in eV: -13.0 / -12.9
2S+1: 5
LUMO (spin up / spin down) in eV: -6.11 / -8.38
Gap between HOMO and LUMO (spin up / spin down) in eV: 6.846 / 4.567
Largest force on an atom in hartree/bohr: 0.0088
Total charge: +2
Energy in Eh: -2131.40202


No. 2
A single C24H27N5O2S molecule in a non-equilibrium geometry, computed with the ωB97M-V functional and the def2-TZVPD basis.

Last column: Mulliken charge in e.
Positions of all 59 atoms, in Å:
C -2.45159 -4.65122 -0.01291  -1.47
C -2.20866 -3.26661 -0.60037  0.19
C -3.32616 -2.85980 -1.55834  -0.67
C -3.09474 -1.48360 -2.18612  -1.05
N -3.17381 -0.42424 -1.19794  0.26
N -2.05270 -0.16327 -0.55579  -0.75
C -1.99050 0.74080 0.37379  0.42
C -0.64488 0.88988 1.00516  0.26
O -0.31940 1.82737 1.71937  -0.77
N 0.18248 -0.13297 0.72294  0.07
C 1.54611 -0.20721 1.22139  0.07
C 2.06667 -1.63642 1.09150  -0.80
C 3.35835 -1.83508 1.87623  -1.00
S 4.31839 -3.23913 1.22255  -0.13
C 5.19318 -2.37279 -0.11470  -0.68
C 2.42054 0.75358 0.47157  -0.46
N 3.36108 0.43194 -0.37130  -0.31
C 3.87805 1.62270 -0.81872  0.39
C 4.90682 1.87626 -1.71864  -0.66
C 5.21232 3.19462 -1.98156  -0.49
C 4.52140 4.24537 -1.37320  -0.42
C 3.49919 4.01640 -0.47483  -0.96
C 3.18663 2.69424 -0.20294  0.46
N 2.26867 2.10013 0.62160  0.15
C -3.14341 1.51857 0.75086  1.05
C -3.14666 2.50932 1.74048  -0.71
C -4.30520 3.19463 2.02837  -0.57
C -5.48898 2.91461 1.34794  -0.55
C -5.50868 1.94044 0.37609  -0.47
C -4.34377 1.23580 0.06837  0.08
C -4.39166 0.20045 -0.96379  0.34
O -5.38158 -0.11856 -1.59362  -0.70
H -1.64559 -4.92613 0.66301  0.38
H -3.38719 -4.67222 0.54127  0.34
H -2.50568 -5.39655 -0.80301  0.36
H -1.25686 -3.26262 -1.13710  0.23
H -2.13769 -2.53912 0.21148  0.12
H -4.28258 -2.85047 -1.03191  0.33
H -3.39658 -3.59146 -2.36492  0.37
H -2.10529 -1.43500 -2.64486  0.37
H -3.86699 -1.28179 -2.93118  0.46
H -0.12083 -0.79768 0.02573  0.30
H 1.51575 0.10446 2.27560  0.33
H 1.31008 -2.33874 1.44503  0.57
H 2.25424 -1.83091 0.03411  0.41
H 3.15903 -2.05385 2.92406  0.43
H 3.99908 -0.95813 1.80492  0.39
H 5.47847 -3.11681 -0.85062  0.39
H 6.07943 -1.89377 0.29312  0.26
H 4.52983 -1.63037 -0.55039  0.14
H 5.43952 1.06434 -2.18765  0.44
H 6.00621 3.42722 -2.67578  0.38
H 4.79705 5.26158 -1.61287  0.38
H 2.96568 4.82783 -0.00350  0.40
H 1.54891 2.53034 1.18697  0.21
H -2.23116 2.72754 2.26505  0.56
H -4.29690 3.95834 2.79192  0.43
H -6.38889 3.46153 1.58575  0.41
H -6.40854 1.69626 -0.16770  0.48

Results
ΔE to the lowest compared entry with this formula, charge and spin in kJ/mol: 9.5
Highest occupied orbital energy in eV: -8.3
2S+1: 1
LUMO in eV: -0.27
Gap between HOMO and LUMO in eV: 8.075
Largest force on an atom in hartree/bohr: 0.0201
Energy in Eh: -1753.27489


No. 3
A molecular structure, C24H28As2Br4CoNO2SSi, computed with the ωB97M-V functional and the def2-TZVPD basis.

Last column: Mulliken charge in e.
Positions of all 64 atoms, in Å:
Co 0.03207 0.12445 -0.18382  -1.33
C 5.23194 2.14405 -1.06993  -1.06
Si 5.31770 0.30089 -0.75957  0.33
C 5.17791 -0.65257 -2.36631  -0.94
C 6.93283 -0.12442 0.09025  -1.14
C 3.91346 -0.23575 0.38235  0.18
C 4.13722 -0.87153 1.60170  0.18
C 3.09205 -1.27379 2.42971  -1.25
C 1.79617 -1.06933 1.99944  -0.22
N 1.56399 -0.49117 0.82701  0.18
C 2.56988 -0.04407 0.04987  0.36
S 1.87356 0.80060 -1.34123  -0.54
H 6.15966 2.49095 -1.53145  0.36
H 5.09436 2.69172 -0.13566  0.35
H 4.40329 2.39890 -1.73044  0.31
H 6.04284 -0.46562 -3.00647  0.37
H 4.27958 -0.36076 -2.91311  0.23
H 5.12553 -1.72696 -2.17628  0.32
H 7.76912 0.19123 -0.53721  0.32
H 7.03656 -1.19825 0.25980  0.31
H 7.03288 0.38426 1.05128  0.33
H 5.15456 -1.05163 1.93018  0.41
H 3.28091 -1.74153 3.38506  0.41
H 0.92624 -1.36962 2.57106  0.61
Br -3.82167 -0.56732 5.36608  -0.18
C -2.69324 0.13757 4.02883  0.26
C -2.14648 1.40508 4.15314  0.18
Br -2.52505 2.47308 5.66159  -0.18
C -1.30331 1.90258 3.14859  0.21
Br -0.55741 3.63129 3.21601  -0.14
C -0.99038 1.13778 2.03328  0.43
O -0.21773 1.58078 1.05116  -0.89
C -1.56707 -0.15426 1.89773  -0.47
O -1.26592 -0.85366 0.80834  0.01
C -2.40280 -0.63379 2.89439  0.01
Br -3.11375 -2.36092 2.62820  -0.17
C -0.84128 3.12082 -1.77956  -1.31
As -1.45685 1.35935 -1.30938  1.94
C -3.14048 1.62370 -0.40129  -1.41
C -1.95623 0.47313 -2.96351  0.08
C -2.75574 1.03399 -3.95268  -0.64
C -3.15876 0.26745 -5.03549  -0.65
C -2.77713 -1.06536 -5.12606  -0.70
C -1.96746 -1.62700 -4.15039  -0.68
C -1.53798 -0.85755 -3.07409  -0.21
As -0.32233 -1.56721 -1.71999  1.49
C -1.24321 -3.13434 -1.05795  -1.25
C 1.09816 -2.30839 -2.80859  -1.23
H -1.68446 3.73256 -2.09877  0.47
H -0.10492 3.04590 -2.57660  0.37
H -0.38216 3.55130 -0.89142  0.42
H -3.87746 2.04339 -1.08417  0.52
H -2.97514 2.29476 0.44002  0.38
H -3.48123 0.65769 -0.03192  0.31
H -3.07402 2.06774 -3.87942  0.42
H -3.78020 0.70398 -5.80647  0.39
H -3.10839 -1.66615 -5.96303  0.40
H -1.66748 -2.66502 -4.23807  0.33
H -1.25010 -3.91465 -1.81801  0.48
H -2.25631 -2.85252 -0.78324  0.31
H -0.73410 -3.47528 -0.15902  0.38
H 0.69727 -3.05084 -3.49726  0.51
H 1.83592 -2.77471 -2.15625  0.42
H 1.57376 -1.49890 -3.35638  0.30

Results
ΔE to the lowest compared entry with this formula, charge and spin in kJ/mol: 0.0
Highest occupied orbital energy in eV: -7.1
2S+1: 1
LUMO in eV: 0.30
Gap between HOMO and LUMO in eV: 7.402
Largest force on an atom in hartree/bohr: 0.0121
Energy in Eh: -17974.71084


No. 4
A molecular structure, C24H28CeFN5O8 in a non-equilibrium geometry, computed with the ωB97M-V functional and the def2-TZVPD basis.

Last column: Mulliken charge in e.
Positions of all 67 atoms, in Å:
Ce 0.31594 0.98496 0.59459  -0.11
O -0.53190 -2.04612 -2.68240  -0.45
C -0.16324 -0.96295 -2.07075  0.68
O -0.25777 -0.80973 -0.85164  -0.19
C 0.38449 0.10606 -2.98984  -0.59
O 1.10211 1.09899 -2.28959  -0.45
C 2.52163 0.86517 -2.09829  -0.70
C 2.49998 0.87277 -0.59532  1.08
O 2.19132 1.97763 -0.00059  -0.42
O 2.26985 -0.18399 0.03919  -0.48
H -0.92962 -2.68480 -2.06249  0.41
H -0.48068 0.59078 -3.44974  0.34
H 0.96703 -0.35171 -3.79011  0.47
H 3.10476 1.68024 -2.51751  0.38
H 2.84761 -0.09514 -2.49117  0.47
C -3.72354 7.09215 -0.22263  -1.60
C -3.85674 6.74588 1.24897  0.30
C -3.56097 7.94998 2.11868  -0.96
C -3.53947 7.59231 3.58831  -1.03
C -2.49393 6.54840 3.83426  1.02
C -1.77329 6.49350 4.99815  -0.83
C -0.80585 5.50137 5.20576  0.00
F -0.14007 5.51982 6.35722  -0.32
C -0.53635 4.54155 4.28012  -1.08
C -1.27633 4.56252 3.08415  0.38
C -1.07212 3.56256 2.08968  1.52
O -0.11782 2.66774 2.19552  -0.36
C -1.95910 3.51656 1.01117  -0.20
C -2.79839 4.58813 0.77062  -0.58
N -2.91640 5.59350 1.62416  0.13
C -2.22703 5.57317 2.84375  -0.47
C -1.76538 2.29666 0.21210  1.20
O -1.03478 2.26132 -0.82074  -0.54
O -1.89586 1.17657 0.82845  -0.56
H -4.29642 8.00144 -0.40476  0.42
H -4.12196 6.34158 -0.90265  0.51
H -2.68304 7.29726 -0.47989  0.41
H -4.85588 6.36526 1.47079  0.17
H -4.33047 8.69330 1.91071  0.42
H -2.60581 8.38973 1.81622  0.37
H -4.51567 7.20475 3.89742  0.34
H -3.34254 8.46647 4.20686  0.48
H -1.93852 7.22220 5.78252  0.55
H 0.21837 3.79150 4.46281  0.67
H -3.40514 4.63851 -0.12050  0.55
C -0.64576 -0.29844 3.58698  -0.62
N -0.33502 -0.97799 4.81276  0.11
C -0.03482 -2.38585 4.52939  -0.72
N 1.12097 -2.50662 3.63281  0.12
C 0.82873 -1.84666 2.39374  -0.77
N 0.52721 -0.36834 2.61506  0.88
C 1.73319 0.23094 3.33470  -0.91
N 2.01334 -0.45920 4.56009  0.13
C 0.83911 -0.36580 5.43695  -0.70
C 2.27813 -1.87316 4.27030  -0.75
H -0.85251 0.75668 3.76541  0.23
H -1.50584 -0.76005 3.10035  0.30
H -0.90475 -2.85698 4.07025  0.34
H 0.18446 -2.89844 5.46422  0.34
H -0.05163 -2.28968 1.92498  0.36
H 1.67824 -1.91173 1.71460  0.31
H 1.50437 1.28061 3.52906  0.26
H 2.58762 0.15543 2.65802  0.40
H 0.63416 0.68379 5.65419  0.32
H 1.05533 -0.87547 6.37430  0.34
H 2.49775 -2.39076 5.20241  0.34
H 3.14646 -1.95295 3.61494  0.35

Results
ΔE to the lowest compared entry with this formula, charge and spin in kJ/mol: 34.1
Highest occupied orbital energy in eV: -14.0
2S+1: 1
LUMO in eV: -7.80
Gap between HOMO and LUMO in eV: 6.151
Largest force on an atom in hartree/bohr: 0.0270
Total charge: +2
Energy in Eh: -2381.67222